Record 1
Here is C16H18BrN3O5Tc as an isolated structure from OMol25. Energies are from wB97M-V/def2-TZVPD.

Cartesian coordinates (Å):
Tc: 0.324 -1.043 0.399
O: 1.681 0.518 -0.282
C: 0.663 1.507 -0.611
C: -0.269 -0.263 -2.103
N: 0.066 -1.632 -1.596
C: 1.361 -2.233 -2.045
C: 2.099 -2.822 -0.832
O: 3.084 -3.465 -0.938
O: 1.515 -2.533 0.376
C: -1.064 -2.607 -1.670
C: -1.996 -2.414 -0.481
O: -3.147 -2.677 -0.461
O: -1.329 -1.918 0.613
H: 2.441 0.856 0.223
H: 1.915 3.042 -1.326
H: 0.394 2.063 0.288
H: 0.569 0.101 -2.689
H: -1.174 -0.260 -2.707
H: 1.998 -1.468 -2.487
H: 1.194 -3.001 -2.798
H: -0.651 -3.615 -1.613
H: -1.615 -2.508 -2.605
Br: 3.054 -0.458 2.483
C: 1.351 -0.203 3.235
C: 1.244 0.145 4.567
C: -0.018 0.315 5.107
C: -1.137 0.125 4.310
C: -0.959 -0.241 2.997
N: 0.274 -0.397 2.451
H: 2.138 0.270 5.161
H: -0.126 0.585 6.149
H: -2.137 0.244 4.700
H: -1.799 -0.445 2.352
C: -1.280 3.290 -2.051
C: -2.090 2.383 -1.235
C: -1.783 1.190 -0.736
N: -0.468 0.592 -0.883
C: 1.110 2.414 -1.722
C: 0.035 3.300 -2.274
H: -1.856 4.063 -2.543
H: -3.106 2.712 -1.049
H: -2.499 0.584 -0.197
H: 1.577 1.841 -2.530
H: 0.415 4.063 -2.943

Computed properties:
Orbital gap (spin up / spin down) in eV: 8.58 / 6.96
Charge: +2
2S+1: 4
HOMO energy (spin up / spin down) in eV: -15.75 / -15.77
Energy relative to the best compared isomer or geometry (same formula, charge and spin) in kcal per mole: 0.0



Record 2
Here is one molecule with the formula C16H18Cl2Si at a distorted geometry from OMol25. Energies are from wB97M-V/def2-TZVPD.

Cartesian coordinates (Å):
C: 2.455 1.115 0.222
Si: 0.828 1.539 -0.576
C: 0.358 3.325 -0.271
C: 1.180 1.421 -2.426
C: -0.631 0.352 -0.097
C: -0.536 -0.861 -0.998
C: -1.511 -1.068 -1.963
C: -1.452 -2.168 -2.819
C: -0.444 -3.092 -2.643
Cl: -0.288 -4.378 -3.771
C: 0.520 -2.910 -1.663
C: 0.462 -1.788 -0.839
C: -0.751 0.019 1.372
C: -0.158 0.845 2.301
C: -0.252 0.592 3.662
C: -0.984 -0.489 4.129
Cl: -1.269 -0.654 5.781
C: -1.572 -1.332 3.203
C: -1.483 -1.073 1.846
H: 2.667 1.796 1.059
H: 2.390 0.087 0.589
H: 3.264 1.201 -0.513
H: 0.985 3.961 -0.882
H: -0.677 3.490 -0.545
H: 0.435 3.629 0.771
H: 1.425 0.389 -2.683
H: 2.033 2.071 -2.695
H: 0.322 1.788 -2.997
H: -1.490 0.973 -0.358
H: -2.296 -0.354 -2.070
H: -2.246 -2.314 -3.584
H: 1.273 -3.632 -1.532
H: 1.115 -1.665 -0.004
H: 0.346 1.699 1.955
H: 0.091 1.357 4.359
H: -2.143 -2.162 3.555
H: -1.968 -1.708 1.125

Computed properties:
Orbital gap in eV: 9.34
Charge: 0
HOMO energy in eV: -8.66
Energy relative to the best compared isomer or geometry (same formula, charge and spin) in kcal per mole: 0.0



Record 3
Here is C16H18Cl3N5O2V as an isolated structure from OMol25. Energies are from wB97M-V/def2-TZVPD.

Cartesian coordinates (Å):
V: 1.687 0.040 1.483
O: -0.564 2.586 3.316
C: 0.033 2.023 2.470
O: 0.422 0.705 2.527
C: 0.483 2.591 1.160
C: 0.232 3.904 0.809
C: 0.648 4.318 -0.434
C: 1.242 3.408 -1.321
C: 1.613 3.797 -2.634
C: 2.132 2.885 -3.502
C: 2.287 1.540 -3.098
C: 1.957 1.131 -1.835
C: 1.452 2.065 -0.907
N: 1.111 1.701 0.380
H: -0.276 4.551 1.511
H: 0.492 5.343 -0.751
H: 1.466 4.826 -2.933
H: 2.411 3.181 -4.503
H: 2.675 0.817 -3.804
H: 2.080 0.096 -1.558
Cl: 3.100 1.091 3.600
C: 2.427 -0.288 4.499
Cl: 2.076 -1.615 3.333
H: 1.492 0.006 4.963
H: 3.159 -0.650 5.212
Cl: 3.637 -0.117 0.630
C: -3.023 -4.098 0.302
C: -3.117 -3.098 -0.846
C: -3.632 -1.742 -0.374
C: -1.799 -2.976 -1.613
N: -0.710 -2.445 -0.763
C: -0.402 -1.199 -0.467
N: 0.603 -1.245 0.397
N: 0.886 -2.559 0.618
N: 0.104 -3.274 -0.073
H: -4.003 -4.240 0.755
H: -2.353 -3.744 1.091
H: -2.666 -5.071 -0.035
H: -3.814 -3.489 -1.593
H: -3.012 -1.333 0.431
H: -4.636 -1.843 0.036
H: -3.684 -1.016 -1.189
H: -1.889 -2.299 -2.461
H: -1.450 -3.944 -1.965
H: -0.880 -0.320 -0.865

Computed properties:
Orbital gap (spin up / spin down) in eV: 6.09 / 6.81
Charge: +2
2S+1: 2
HOMO energy (spin up / spin down) in eV: -15.49 / -15.53
Energy relative to the best compared isomer or geometry (same formula, charge and spin) in kcal per mole: 5.3



Record 4
Here is one molecule with the formula C16H18ClNO2S2 from OMol25. Energies are from wB97M-V/def2-TZVPD.

Cartesian coordinates (Å):
O: -0.900 -0.892 1.927
C: -1.064 -1.314 0.803
C: -1.735 -2.658 0.553
S: -2.819 -2.709 -0.902
C: -4.226 -1.701 -0.292
C: -3.840 -0.271 -0.117
C: -3.595 0.523 -1.233
C: -3.189 1.835 -1.092
C: -3.019 2.360 0.181
Cl: -2.484 3.993 0.362
C: -3.264 1.588 1.303
C: -3.674 0.276 1.149
N: -0.656 -0.683 -0.313
C: 0.042 0.578 -0.291
C: 1.520 0.394 -0.617
S: 2.335 2.026 -0.669
C: 3.995 1.488 -1.262
C: 4.641 0.545 -0.325
C: 5.314 0.745 0.846
C: 5.674 -0.539 1.320
C: 5.192 -1.423 0.407
O: 4.561 -0.780 -0.590
H: -2.304 -2.951 1.435
H: -0.964 -3.409 0.367
H: -4.990 -1.822 -1.059
H: -4.565 -2.153 0.640
H: -3.718 0.101 -2.220
H: -3.002 2.449 -1.959
H: -3.126 2.003 2.289
H: -3.856 -0.326 2.027
H: -0.849 -1.111 -1.207
H: -0.415 1.264 -1.010
H: -0.068 0.992 0.714
H: 1.648 -0.074 -1.595
H: 2.006 -0.213 0.147
H: 3.862 1.030 -2.242
H: 4.564 2.411 -1.349
H: 5.522 1.688 1.307
H: 6.216 -0.766 2.215
H: 5.230 -2.493 0.352

Computed properties:
Orbital gap in eV: 8.83
Charge: 0
HOMO energy in eV: -8.34



Record 5
Here is C16H18CoN3O4 as an isolated structure at a distorted geometry from OMol25. Energies are from wB97M-V/def2-TZVPD.

Cartesian coordinates (Å):
Co: 0.335 0.333 -0.677
C: -1.556 3.050 0.253
C: -0.221 2.363 0.246
C: 0.703 2.493 -0.804
C: 2.005 1.955 -0.747
C: 2.976 2.146 -1.883
C: 2.355 1.298 0.392
C: 1.407 1.024 1.413
C: 1.805 0.172 2.567
C: 0.122 1.505 1.261
H: -1.437 4.027 0.724
H: -2.292 2.506 0.841
H: -1.935 3.216 -0.755
H: 0.407 3.083 -1.667
H: 3.766 2.822 -1.562
H: 2.496 2.581 -2.758
H: 3.455 1.209 -2.160
H: 3.359 0.904 0.502
H: 2.813 0.441 2.888
H: 1.856 -0.879 2.269
H: 1.120 0.266 3.406
H: -0.611 1.286 2.026
C: -3.358 -0.151 -0.501
C: -2.285 -1.075 -0.068
N: -0.962 -0.907 -0.157
C: -0.366 -2.074 0.275
C: -1.321 -2.938 0.671
N: -2.504 -2.288 0.454
C: -1.347 -4.335 1.223
O: -0.189 -4.939 1.389
O: -2.416 -4.809 1.471
C: 1.052 -2.160 0.113
O: 1.716 -3.100 0.448
O: 1.536 -1.072 -0.459
H: -2.963 0.845 -0.670
H: -4.151 -0.099 0.245
H: -3.799 -0.509 -1.433
H: -3.403 -2.719 0.652
H: 0.582 -4.402 1.113
N: 0.405 -0.370 -3.552
C: 0.377 -0.054 -2.463
H: 0.464 -0.645 -4.524

Computed properties:
Orbital gap in eV: 7.39
Charge: +2
HOMO energy in eV: -16.43
Energy relative to the best compared isomer or geometry (same formula, charge and spin) in kcal per mole: 9.2



Record 6
Here is a 2-piece molecular cluster, C16H18FNO10S2 overall at a distorted geometry from OMol25. Energies are from wB97M-V/def2-TZVPD.

Cartesian coordinates (Å):
C: -0.596 -4.556 0.681
C: -1.855 -4.172 1.484
C: -3.135 -4.106 0.669
F: -4.200 -4.382 1.518
C: -3.458 -2.747 0.042
N: -3.771 -1.809 1.078
C: -4.865 -1.352 1.328
S: -6.228 -0.676 1.612
O: -4.676 -2.974 -0.732
S: -4.736 -2.191 -2.107
O: -4.867 -3.115 -3.173
O: -5.636 -1.098 -2.003
O: -3.247 -1.601 -2.050
C: -2.493 -2.265 -1.036
C: -1.194 -1.532 -0.740
C: -1.193 -0.531 0.422
C: 0.045 0.383 0.377
C: -0.190 1.872 0.189
O: 0.733 2.631 0.113
O: -1.467 2.336 0.130
H: 0.178 -3.799 0.800
H: -0.187 -5.505 1.017
H: -0.798 -4.617 -0.389
H: -2.034 -4.941 2.234
H: -1.724 -3.238 2.032
H: -3.155 -4.882 -0.098
H: -2.178 -3.210 -1.504
H: -0.978 -0.972 -1.654
H: -0.375 -2.239 -0.632
H: -2.124 0.030 0.452
H: -1.176 -1.089 1.358
H: 0.701 0.096 -0.445
H: 0.595 0.296 1.312
H: -1.967 1.872 -0.553
O: 6.710 6.711 -0.131
C: 5.948 5.759 -0.111
C: 4.563 5.819 0.287
C: 3.812 4.703 0.283
O: 2.544 4.725 0.638
C: 4.391 3.362 -0.123
O: 3.670 2.386 -0.077
C: 5.783 3.310 -0.544
C: 6.517 4.429 -0.543
O: 7.791 4.482 -0.907
H: 4.162 6.780 0.579
H: 2.120 3.848 0.558
H: 6.183 2.353 -0.846
H: 8.058 5.417 -0.798

Computed properties:
Orbital gap in eV: 8.26
Charge: 0
HOMO energy in eV: -9.36